{
  "formula": "C19H26FN3O5",
  "method": "ωB97M-V/def2-TZVPD",
  "homo_energy_ev": -9.203,
  "largest_force_ev_per_a": 1.17,
  "smiles": "O=CCc1cc(CCCF)c2c(c1)C(=O)NC2=O.CN(C)C=O.CN(C)C=O",
  "e_tot_ha": -1379.953346,
  "lumo_energy_ev": -0.32,
  "elements": ["O", "C", "C", "C", "C", "C", "C", "C", "C", "F", "C", "C", "C", "C", "O", "N", "C", "O", "H", "H", "H", "H", "H", "H", "H", "H", "H", "H", "H", "H", "C", "O", "N", "C", "C", "H", "H", "H", "H", "H", "H", "H", "C", "O", "N", "C", "C", "H", "H", "H", "H", "H", "H", "H"],
  "xyz": [[-1.7622, 4.7208, 1.2812], [-1.2159, 3.6641, 1.1559], [0.2619, 3.4429, 1.3801], [0.6098, 1.9754, 1.2414], [0.4944, 1.3788, -0.0165], [0.7782, 0.0254, -0.2140], [0.5981, -0.5653, -1.5936], [-0.3106, -1.8107, -1.6759], [-1.4178, -1.8663, -0.6603], [-2.1080, -0.6530, -0.6124], [1.2199, -0.7036, 0.8938], [1.3290, -0.0975, 2.1370], [1.0261, 1.2361, 2.3456], [1.7781, -1.1185, 3.1199], [2.0289, -0.9568, 4.2755], [1.9005, -2.3535, 2.4344], [1.6478, -2.1140, 1.0323], [1.8284, -2.9514, 0.2015], [-1.8066, 2.7744, 0.8729], [0.8393, 3.9993, 0.6442], [0.5560, 3.7931, 2.3660], [0.1502, 1.9657, -0.8535], [1.5809, -0.7418, -2.0200], [0.1281, 0.1955, -2.2079], [-0.7985, -1.7670, -2.6502], [0.2502, -2.7361, -1.6706], [-2.1110, -2.6601, -0.9309], [-1.0766, -2.0883, 0.3488], [1.1110, 1.6679, 3.3318], [1.2261, -3.0575, 2.7220], [-4.7507, -1.8895, 0.3044], [-4.7587, -3.1025, 0.1721], [-5.8183, -1.1588, 0.6814], [-5.7476, 0.2818, 0.8192], [-7.0718, -1.8405, 0.9550], [-3.8527, -1.2874, 0.1234], [-5.9842, 0.5759, 1.8441], [-6.4574, 0.7619, 0.1423], [-4.7444, 0.6270, 0.5775], [-6.9372, -2.5644, 1.7592], [-7.4072, -2.3792, 0.0683], [-7.8260, -1.1129, 1.2443], [4.0113, 1.6440, -2.5496], [2.9022, 1.4729, -2.0770], [5.1056, 0.9621, -2.1711], [6.4084, 1.1988, -2.7613], [4.9668, -0.0464, -1.1313], [4.2093, 2.3866, -3.3405], [6.7802, 0.2864, -3.2311], [7.1174, 1.5150, -1.9939], [6.3381, 1.9786, -3.5165], [4.2570, -0.8133, -1.4437], [4.5911, 0.4105, -0.2148], [5.9329, -0.5050, -0.9388]],
  "atomic_forces_ev_per_a": [[-0.0829, 0.4256, 0.0560], [-0.1252, 0.0871, 0.0558], [0.2730, -0.9334, -0.0258], [0.1271, 0.3434, -0.0363], [0.0892, -0.6529, 0.7226], [0.1202, -0.0882, -0.4180], [-0.3400, -0.0400, 0.4387], [-0.0296, 0.5097, -0.5066], [0.2329, -0.7192, 0.0987], [0.1232, 0.2542, -0.1782], [-0.0865, 0.7087, -0.2640], [0.0484, 0.0854, -0.0983], [0.0986, -0.3210, -0.2501], [-0.1326, 0.0784, -0.0667], [-0.0885, 0.0333, 0.6009], [-0.7440, 0.1568, -0.8909], [0.3110, 0.2853, 0.6213], [-0.1863, -0.3869, -0.5263], [0.0611, -0.1829, -0.0693], [-0.1060, 0.2674, -0.0876], [-0.1408, 0.2531, 0.0883], [0.0240, 0.0864, -0.1593], [0.0728, -0.2004, -0.0976], [0.1211, 0.2414, -0.0576], [0.0197, -0.0475, -0.1484], [0.1045, -0.1835, 0.2995], [-0.2961, 0.0765, -0.0002], [0.1243, 0.1852, 0.1397], [0.0168, 0.0861, 0.0617], [0.6648, -0.3535, 0.5855], [0.0329, -0.1150, 0.0239], [-0.0505, 0.0304, 0.0079], [-0.0632, 0.0839, 0.0284], [-0.1368, -0.1645, 0.0254], [0.1492, -0.0724, -0.0548], [-0.1624, 0.0428, 0.0553], [0.0174, 0.0799, -0.0171], [0.0291, 0.0766, 0.0196], [0.0208, -0.0282, -0.0139], [-0.0562, -0.0194, -0.0071], [-0.0465, -0.0233, 0.0306], [0.0198, 0.0386, -0.0013], [-0.0214, 0.0353, -0.0119], [-0.0432, 0.0321, -0.0099], [0.1393, -0.0056, -0.0362], [-0.0936, -0.1297, 0.1527], [-0.1430, 0.0959, -0.0536], [0.0130, -0.0095, 0.0086], [0.0610, 0.0377, -0.0297], [0.0543, 0.0144, -0.0533], [-0.0317, 0.0131, -0.0042], [0.0124, -0.0357, 0.0535], [-0.0025, -0.0476, 0.0252], [0.0277, 0.0152, -0.0256]],
  "nbo_charge": [-0.5031, 0.4471, -0.5687, 0.1151, -0.2462, 0.1852, -0.4486, -0.4434, 0.0466, -0.3854, -0.2164, -0.1126, -0.2266, 0.6689, -0.5167, -0.6795, 0.6858, -0.5334, 0.1105, 0.2533, 0.2432, 0.2221, 0.2456, 0.2168, 0.2103, 0.2428, 0.1920, 0.1561, 0.2331, 0.4108, 0.5100, -0.6417, -0.4286, -0.3983, -0.4163, 0.1358, 0.1936, 0.1942, 0.2155, 0.2136, 0.2139, 0.2008, 0.5337, -0.6468, -0.4236, -0.3988, -0.4183, 0.1098, 0.1986, 0.1982, 0.2117, 0.2159, 0.2150, 0.2074]
}


{
  "formula": "C19H26N2O5PdS2Si",
  "method": "ωB97M-V/def2-TZVPD",
  "homo_energy_ev": [-7.084, -8.678],
  "largest_force_ev_per_a": 0.53,
  "spin_multiplicity": 5,
  "relative_energy_kcal_mol": 0.00,
  "e_tot_ha": -2438.984374,
  "lumo_energy_ev": [-0.47, -3.32],
  "elements": ["Pd", "C", "C", "C", "O", "C", "H", "H", "H", "H", "H", "H", "H", "H", "C", "Si", "C", "C", "C", "H", "H", "H", "H", "H", "H", "H", "H", "H", "H", "H", "O", "C", "N", "O", "C", "N", "C", "O", "C", "C", "C", "C", "C", "C", "H", "H", "H", "H", "C", "O", "C", "S", "S", "H", "H", "H"],
  "xyz": [[-0.1080, 0.3105, 1.4387], [-4.2102, -1.6580, -0.4708], [-3.5497, -2.9652, 0.0135], [-2.2128, -2.5037, 0.6206], [-2.2982, -1.0794, 0.7136], [-3.0658, -0.6557, -0.4108], [-5.0108, -1.3501, 0.2034], [-4.6336, -1.7468, -1.4699], [-3.3780, -3.6536, -0.8127], [-4.1727, -3.4842, 0.7415], [-1.3633, -2.7722, -0.0115], [-2.0209, -2.8876, 1.6233], [-2.4490, -0.6914, -1.3160], [-3.3660, 0.3776, -0.2416], [1.8601, 3.1987, -0.0176], [3.1238, 1.1898, 1.4264], [4.3903, 2.2871, 2.2833], [3.8467, -0.4968, 1.1027], [1.5948, 1.0796, 2.4741], [2.3475, 3.9859, 0.5600], [0.9100, 2.9433, 0.4552], [1.6489, 3.5679, -1.0187], [5.3093, 2.3579, 1.6966], [4.6453, 1.8905, 3.2681], [4.0060, 3.2999, 2.4232], [4.7061, -0.4527, 0.4348], [3.1088, -1.1671, 0.6636], [4.1701, -0.9181, 2.0591], [1.2780, 2.0087, 2.9521], [1.7834, 0.3530, 3.2747], [3.5454, 0.5771, -1.7314], [2.9624, 1.5478, -1.3418], [2.7194, 2.0134, -0.1105], [-0.5791, 2.5171, -1.9433], [-0.1687, 1.3836, -1.8611], [-0.0653, 0.6283, -0.7091], [0.5065, -0.5646, -0.9888], [0.7473, -1.3795, -0.0876], [0.7603, -0.6767, -2.4492], [1.3087, -1.6743, -3.2239], [1.4425, -1.4172, -4.5865], [1.0431, -0.2022, -5.1309], [0.4912, 0.8004, -4.3349], [0.3572, 0.5345, -2.9912], [1.6360, -2.6099, -2.7903], [1.8756, -2.1693, -5.2334], [1.1706, -0.0331, -6.1926], [0.1915, 1.7553, -4.7458], [-4.2409, -0.8637, 3.4240], [-3.7999, 0.3917, 2.8658], [-2.5305, 0.6557, 2.9099], [-1.3150, -0.1668, 3.7275], [-1.8735, 2.0479, 2.2274], [-5.2973, -0.9253, 3.1860], [-4.0875, -0.8627, 4.5011], [-3.6901, -1.6751, 2.9517]],
  "atomic_forces_ev_per_a": [[-0.1791, 0.0799, -0.4939], [-0.0118, 0.0016, -0.0153], [-0.0127, -0.0199, -0.0145], [0.0290, -0.0454, -0.0214], [0.0181, 0.0277, 0.0947], [0.0142, 0.0247, -0.0342], [0.0128, -0.0063, 0.0164], [0.0070, 0.0116, -0.0058], [0.0115, -0.0009, 0.0031], [0.0000, 0.0195, 0.0101], [-0.0071, 0.0143, -0.0037], [-0.0080, 0.0050, -0.0028], [-0.0003, -0.0226, 0.0084], [-0.0167, -0.0046, 0.0028], [0.0669, 0.0713, 0.0063], [0.1496, -0.0385, 0.2467], [-0.0325, -0.0167, -0.1531], [-0.0658, 0.1105, 0.0118], [0.2087, -0.1048, 0.0671], [0.0366, -0.0082, 0.0188], [0.0139, 0.0164, -0.0163], [0.0067, 0.0177, 0.0362], [-0.0028, -0.0164, 0.0030], [-0.0153, -0.0200, 0.0069], [-0.0121, -0.0073, 0.0164], [0.0123, 0.0259, 0.0037], [-0.0274, -0.0141, -0.0240], [-0.0019, 0.0028, -0.0029], [0.0304, 0.0629, -0.0887], [-0.0232, 0.0099, -0.0185], [0.0413, 0.0811, 0.0837], [0.1282, -0.0890, -0.0303], [-0.1761, 0.0736, -0.0227], [-0.1885, 0.0658, -0.0512], [0.1390, 0.0611, 0.0321], [0.0981, -0.1822, 0.1741], [-0.1234, 0.0580, 0.0070], [0.1115, -0.1325, -0.0593], [-0.0143, -0.0353, -0.1153], [0.0027, 0.0111, 0.0056], [0.0126, -0.0347, -0.0083], [-0.0064, 0.0281, -0.0310], [-0.0009, 0.0013, 0.0243], [-0.0484, -0.1236, -0.0425], [0.0064, 0.0079, 0.0147], [-0.0037, -0.0010, 0.0032], [0.0026, 0.0064, 0.0031], [-0.0117, -0.0030, -0.0070], [-0.0111, 0.0284, -0.0079], [-0.0067, -0.0422, -0.0770], [0.0670, 0.0692, 0.1021], [-0.1765, -0.1083, 0.2777], [-0.0583, 0.1101, 0.0538], [0.0011, 0.0053, 0.0033], [0.0108, -0.0163, -0.0027], [0.0033, -0.0151, 0.0130]],
  "lowdin_spin": [1.1982, 0.0003, 0.0005, 0.0014, 0.0117, 0.0023, 0.0000, 0.0000, 0.0001, 0.0000, 0.0000, 0.0012, 0.0000, 0.0025, 0.0213, 0.0661, 0.0218, 0.0072, 0.2761, -0.0001, 0.0000, 0.0119, 0.0029, 0.0014, 0.0001, 0.0022, 0.0011, 0.0015, 0.0164, 0.0235, 0.2994, 0.4851, 0.1093, 0.0070, 0.0203, 0.0968, 0.0146, 0.0663, 0.0045, 0.0003, 0.0016, 0.0005, 0.0039, 0.0130, 0.0002, 0.0001, 0.0001, 0.0000, 0.0131, 0.0057, 0.0471, 0.5145, 0.6161, 0.0006, 0.0024, 0.0055]
}


- What is the formula in the first record?
  C19H26FN3O5